1.
C23H29FN2O2 | ωB97M-V/def2-TZVPD

**E_tot**: -1253.6952 Eh
**Multiplicity**: 1
**Energy above the lowest of the compared OMol25 structures with the same formula, charge and spin**: 2.48 kcal per mole
**SMILES**: COc1cccc(CCC(=O)N(C)[C@H]2CCCN(Cc3ccccc3F)C2)c1
**Total charge**: 0
**Largest force on an atom**: 0.55 eV Å⁻¹

```
57
Properties=species:S:1:pos:R:3:forces:R:3:lowdin_charge:R:1
C -6.69312 -0.33872 1.90752 -0.0739 -0.1723 0.1463 -0.0915
H -7.49780 0.12830 2.47319 0.0491 -0.0788 -0.0121 0.0932
O -6.19870 0.66138 1.05233 0.1936 0.1925 -0.2840 -0.0840
C -5.18803 0.34535 0.19228 0.0518 0.0800 -0.0332 -0.2746
C -4.56856 -0.89561 0.11644 -0.2472 0.0335 0.1691 0.0061
C -3.54158 -1.11803 -0.79542 -0.0709 0.0530 -0.2329 -0.2397
C -3.13798 -0.09155 -1.63519 0.0001 -0.1527 -0.0155 -0.0525
C -3.75412 1.14752 -1.56134 -0.0910 0.0349 0.0716 -0.0803
C -4.76822 1.37210 -0.65444 -0.1201 -0.0086 0.1394 -0.0082
H -5.25930 2.32935 -0.58357 -0.0686 0.1221 0.0014 0.1162
H -3.44472 1.94474 -2.22136 0.0269 0.0763 -0.0496 0.1063
H -2.34224 -0.26376 -2.34388 0.1198 -0.0388 -0.0963 0.1194
C -2.84308 -2.44736 -0.82527 0.0898 0.0120 0.1223 -0.1278
H -2.43749 -2.63072 -1.82128 -0.0287 -0.0583 0.0252 0.1214
H -3.54303 -3.24898 -0.58023 0.0192 0.0066 -0.0592 0.1177
C -1.67880 -2.47743 0.18275 0.0551 -0.1103 -0.2264 -0.0817
H -2.05306 -2.32425 1.19146 -0.0255 -0.0180 0.0445 0.1004
C -0.64810 -1.44333 -0.23189 -0.0934 -0.0689 0.4251 -0.4669
O 0.09011 -1.66544 -1.17891 0.1056 -0.2950 -0.4473 0.0374
N -0.60710 -0.26984 0.44399 0.2320 0.1067 -0.0716 -0.0437
C -1.36471 -0.00730 1.64629 -0.2400 -0.1085 0.1858 -0.0217
H -1.07502 0.96236 2.03972 -0.0024 0.0034 0.0195 0.0846
H -2.43696 0.01513 1.44066 0.0188 0.0334 0.0951 0.0841
H -1.15605 -0.75394 2.41672 -0.0574 0.0793 0.0240 0.0978
C 0.33642 0.73480 -0.01884 0.2753 0.1912 -0.0757 -0.2704
C -0.27707 2.11830 -0.23219 0.1103 -0.1584 -0.2316 -0.1335
C 0.79877 3.03466 -0.81582 0.0635 -0.0013 0.2868 -0.1638
C 2.03358 3.04281 0.09726 -0.0672 0.1709 -0.1739 -0.1872
N 2.58002 1.72634 0.36254 0.1753 0.0270 0.0844 -0.1460
C 3.32034 1.15930 -0.75950 0.0238 0.0334 0.0611 -0.1332
C 4.04744 -0.08929 -0.34283 0.1572 0.1485 -0.0499 -0.1483
C 5.26530 -0.01402 0.32142 -0.0592 -0.1752 -0.0332 -0.2236
C 5.95611 -1.13757 0.73491 0.0272 0.2092 0.0251 -0.0126
C 5.41428 -2.38612 0.48464 -0.0441 0.0134 -0.0142 -0.0859
C 4.20151 -2.49230 -0.17455 -0.0501 -0.1562 -0.0061 -0.0813
C 3.52622 -1.35532 -0.58470 0.1682 0.0286 0.0005 -0.0350
H 2.57804 -1.45270 -1.09424 -0.1413 0.0416 -0.0651 0.1017
H 3.77632 -3.46439 -0.37265 -0.0384 -0.0921 -0.0185 0.1025
H 5.94192 -3.27254 0.80288 0.0506 -0.0694 0.0276 0.1021
H 6.90113 -1.02296 1.24245 0.0925 0.0417 0.0431 0.1150
F 5.81358 1.19804 0.56141 -0.0902 -0.0824 -0.0355 0.0661
H 2.68359 0.92168 -1.62567 0.0901 0.0143 0.0007 0.1231
H 4.05001 1.91421 -1.06586 -0.1003 -0.0531 -0.0764 0.1281
C 1.56010 0.85604 0.90913 -0.1638 -0.2143 -0.1297 -0.1178
H 1.99034 -0.13147 1.08748 -0.0936 0.0313 0.0696 0.1244
H 1.25801 1.27668 1.87431 -0.0589 -0.0598 0.0496 0.1277
H 2.82044 3.66369 -0.33598 0.0067 0.0350 0.0602 0.1187
H 1.75807 3.47522 1.06537 -0.0083 0.0900 -0.0274 0.1220
H 0.41428 4.05108 -0.91442 0.0139 0.0377 -0.0731 0.1103
H 1.07917 2.68498 -1.81120 -0.0133 0.0257 -0.0825 0.1099
H -0.62221 2.53996 0.71489 -0.0694 0.0240 0.0701 0.1115
H -1.13575 2.04834 -0.90240 -0.0387 0.0059 0.0572 0.1029
H 0.68020 0.35893 -0.98792 -0.0444 0.1348 0.1793 0.1336
H -1.19581 -3.45479 0.12616 0.0416 0.0869 0.0715 0.1249
H -4.87435 -1.70745 0.75947 -0.0627 -0.0756 0.0825 0.1124
H -7.09369 -1.18833 1.34492 0.0325 0.0239 0.0240 0.0960
H -5.92388 -0.69297 2.60237 -0.0274 -0.0007 -0.0421 0.0939
```
Forces are in eV/Å.



2.
C3H4N4O | ωB97M-V/def2-TZVPD

**E_tot**: -410.8602 Eh
**Multiplicity**: 1
**Energy above the lowest of the compared OMol25 structures with the same formula, charge and spin**: 89.78 kcal per mole
**SMILES**: [H]/N=C1/C(=N\[H])N=CN1O
**Total charge**: 0
**Largest force on an atom**: 5.66 eV Å⁻¹

```
12
Properties=species:S:1:pos:R:3:forces:R:3:lowdin_charge:R:1
C 0.92441 1.26394 0.33670 2.1558 -0.7863 1.0589 -0.1203
C -0.70921 0.49380 -0.89882 0.5107 -1.0793 -1.0301 -0.3478
C -0.34365 -0.63435 0.08061 -1.4194 -1.2871 -3.4587 -0.3056
H 0.84002 -0.63304 2.47783 -0.1416 -0.5405 2.7508 0.0894
H 1.88513 1.80239 0.73528 -2.1334 -1.1474 -0.6283 0.1748
H -1.94868 -0.53427 -1.91449 0.1479 1.7366 0.7213 0.0891
H -0.17236 -2.39453 0.69302 -0.8259 0.3316 -2.0800 0.0817
N 0.43480 0.08571 0.97553 -0.6104 -0.6691 -0.5005 -0.1352
N 0.33199 1.49807 -0.73447 -2.0651 1.4081 -1.1841 0.1191
N -1.59000 0.47056 -1.81673 0.8811 -1.2183 0.3262 0.1624
N -0.59763 -1.91787 -0.19705 1.8448 3.2893 4.2152 0.1465
O 1.26405 -0.74202 1.66332 1.6554 -0.0374 -0.1907 0.0459
```
Forces are in eV/Å.



3.
C6H16O | ωB97M-V/def2-TZVPD

**E_tot**: -313.3790 Eh
**Multiplicity**: 1
**Energy above the lowest of the compared OMol25 structures with the same formula, charge and spin**: 40.52 kcal per mole
**SMILES**: CC(C)O.CCC
**Total charge**: 0
**Largest force on an atom**: 2.55 eV Å⁻¹

```
23
Properties=species:S:1:pos:R:3:forces:R:3:lowdin_charge:R:1
C -0.26703 0.07332 -1.62537 0.1624 1.8327 -0.2579 -0.4862
C -1.35718 0.19915 -2.67490 0.2392 0.7214 -0.1541 -0.0556
C 0.48936 -1.23669 -1.48676 0.8991 0.8803 -0.2611 -0.0289
O 0.61582 1.21473 -1.79142 0.2716 -0.4835 -0.0980 -0.0689
H -0.81339 0.33985 -0.72790 -0.0480 -0.5078 0.2061 0.0818
H -2.06575 -0.58777 -2.41849 -0.3105 0.0883 -0.7504 0.0857
H 1.53258 -1.10390 -1.78672 -0.0626 0.2890 -0.5697 0.0801
H 0.66622 -1.47056 -0.43517 -0.8566 -0.7364 -0.0481 0.0695
H 0.08947 -1.96670 -2.18039 -0.1983 -0.6399 0.6175 0.0807
H 1.35856 1.08172 -1.18818 -0.1123 0.1526 -0.1262 0.0696
H -1.07357 0.33793 -3.72338 0.4739 -1.3169 -0.0092 0.0830
H -1.80708 1.19119 -2.59520 -0.3961 -0.1196 0.8709 0.0777
C 0.45588 -0.12751 2.46964 0.7897 -2.1884 1.0531 -0.3239
C 1.12248 1.13591 2.01431 0.1892 1.5377 -0.8099 -0.1200
C -0.85162 -0.51530 1.79945 -0.2954 -0.1616 0.0060 -0.1136
H 0.49005 -0.28851 3.55343 -1.1372 1.2996 0.4248 0.0986
H 1.10745 -1.02025 2.45605 0.4368 0.2986 -1.5971 0.0972
H 2.13695 1.04481 1.61962 0.1523 -0.3218 0.4840 0.0705
H 0.63541 1.65509 1.17722 -0.4809 -0.6098 -0.1018 0.0643
H -0.98960 -1.59809 1.75025 0.1698 -0.0127 0.0753 0.0744
H -0.83072 -0.16437 0.76310 -0.2418 -0.1079 0.6375 0.0230
H 1.10530 1.95687 2.73029 0.2763 -0.2681 0.4870 0.0678
H -1.74958 -0.15092 2.30052 0.0794 0.3740 -0.0785 0.0730
```
Forces are in eV/Å.



4.
C28H43Br2F3N2O4 | ωB97M-V/def2-TZVPD

**E_tot**: -6950.5390 Eh
**Multiplicity**: 3
**Total charge**: 0
**<S²>**: 2.01
**Largest force on an atom**: 4.12 eV Å⁻¹

```
82
Properties=species:S:1:pos:R:3:forces:R:3:lowdin_charge:R:1
O 9.36927 -5.66206 2.83780 -1.7045 1.8441 -2.1956 0.0465
C 8.94702 -4.90300 1.94634 1.2004 -0.3186 0.8094 -0.3073
C 10.01357 -4.07591 1.12697 -2.1729 1.2237 -2.3079 0.0131
C 9.56146 -3.38070 -0.02044 0.2248 -1.5733 2.7829 0.0217
C 8.03953 -3.46832 -0.49835 0.6865 0.3113 -1.2675 -0.2719
O 7.80688 -3.11551 -1.66517 -0.0188 -0.8125 2.9764 0.0554
C 6.92343 -4.03278 0.49672 1.2171 -0.8294 0.9964 -0.0965
C 5.39022 -3.82413 0.11103 0.8131 0.8277 -0.4130 -0.1238
C 4.46303 -3.39105 1.33640 -0.4812 0.0597 -0.0527 -0.1540
C 3.35888 -4.45327 1.74786 -0.3429 1.3762 0.5534 -0.7161
F 2.63574 -3.86427 2.84528 1.5395 -0.8341 -1.6626 -0.1550
Br 4.06445 -6.17438 2.41714 -0.0675 1.0190 -0.1096 0.8375
C 2.27166 -4.77250 0.59566 -0.6367 -1.3895 0.1205 -0.7268
F 2.38773 -6.15063 0.24900 -0.2128 3.0747 -0.3542 -0.1055
F 2.38653 -3.97143 -0.54507 0.0489 -1.7462 2.1812 0.0114
Br 0.44298 -4.60768 1.40333 1.0000 -0.0292 -1.0585 0.8224
C 7.39364 -4.69907 1.63451 0.2818 0.8583 -1.2675 0.0542
H 11.10536 -4.03375 1.43785 -1.7242 -0.3157 -0.2306 0.1234
H 10.31785 -2.76369 -0.58713 -1.3683 -0.7785 0.3016 0.1168
H 5.38466 -2.94188 -0.62326 0.0588 -1.3563 0.9682 0.1251
H 4.96840 -4.70177 -0.49596 0.7270 1.0745 1.1129 0.1368
H 3.90038 -2.43880 1.02947 0.5941 -1.4736 0.4727 0.1360
H 5.03669 -3.10619 2.27998 -0.6367 -0.6484 -1.2981 0.1354
H 6.68574 -5.12552 2.40395 0.9943 0.4188 -1.0110 0.0712
C -1.98051 0.34834 -3.78969 0.1612 0.0866 -0.3327 -0.0358
C -1.87337 -0.12236 -2.31407 -0.7396 1.6521 -1.0740 -0.4690
C -0.64932 0.51588 -1.62187 0.3192 -0.2756 0.2657 -0.1334
C 0.68728 -0.10301 -2.01471 -0.0364 -0.0433 -0.0764 -0.1796
C 0.64487 -1.62211 -1.86513 -0.0034 0.4605 0.2568 -0.1462
C -0.53100 -2.25558 -2.62590 1.0128 -1.1628 -1.5478 -0.4804
N -1.83819 -1.61534 -2.29048 0.5082 -0.2373 4.0719 -0.0512
O -2.18970 -2.02060 -1.05087 0.0440 0.2786 -2.1708 -0.0207
C -0.25355 -2.16773 -4.14654 -0.0262 0.4348 -0.1471 -0.0424
C -0.54225 -3.77779 -2.35448 -0.5506 0.0275 0.5815 -0.0484
C -3.13402 0.46966 -1.63545 -0.0739 -0.7081 0.4283 -0.0493
H -2.37075 -0.43737 -4.43947 0.1147 -0.0363 0.0991 0.0822
H -2.67318 1.18726 -3.90444 0.1232 -0.0525 0.2674 0.0790
H -1.02391 0.69068 -4.19143 -0.0359 -0.1350 -0.0288 0.0721
H -0.75315 0.42296 -0.53330 -0.1957 -0.0882 -0.1262 0.1252
H -0.62047 1.59059 -1.82883 -0.2695 -0.1045 -0.0683 0.1270
H 0.95131 0.17687 -3.03922 -0.0146 -0.0586 -0.0053 0.1022
H 1.47966 0.30362 -1.37787 -0.0706 0.0034 -0.0577 0.1130
H 1.59439 -2.03942 -2.21813 -0.2390 -0.1574 -0.1142 0.1168
H 0.58642 -1.86862 -0.79850 -0.2223 -0.0635 -0.0781 0.1117
H -1.09389 -2.55995 -4.72426 0.0039 0.0231 0.0961 0.0904
H 0.62994 -2.75299 -4.41277 -0.0853 -0.0720 0.2348 0.0875
H -0.04716 -1.15624 -4.49509 -0.1138 -0.0445 0.0403 0.0577
H -0.62376 -4.02147 -1.29196 -0.1302 0.2075 -0.1570 0.0277
H 0.38240 -4.24479 -2.70368 -0.0068 0.3115 -0.1134 0.0835
H -1.37237 -4.26842 -2.87413 0.0489 0.1504 0.0488 0.0909
H -4.05069 0.05186 -2.06462 0.1275 -0.0483 0.0088 0.0927
H -3.16872 1.55368 -1.77168 0.2988 -0.1723 -0.1548 0.0606
H -3.15019 0.29966 -0.55619 0.0369 -0.1556 -0.1588 0.0773
C -4.76201 6.11161 0.66097 -0.1259 0.2979 0.1932 -0.0375
C -4.45788 4.59292 0.55354 -1.1639 1.4423 -0.9778 -0.4713
C -5.56300 3.76165 1.24140 0.1264 -0.3658 0.3036 -0.1370
C -5.49423 3.76294 2.76381 0.0298 0.0608 0.0260 -0.1823
C -4.09143 3.39701 3.24198 -0.4015 -0.1990 -0.2346 -0.1374
C -3.00520 4.28489 2.61375 0.7469 1.1098 1.7329 -0.4879
N -3.10126 4.33578 1.12355 -0.2405 -4.0788 -0.4905 -0.0492
O -2.66437 3.15200 0.64215 -0.1457 2.1286 0.4325 -0.0276
C -3.10510 5.70755 3.21654 -0.3703 0.2160 -0.1502 -0.0443
C -1.61926 3.79352 3.09085 0.1392 -0.4329 -0.6388 -0.0454
C -4.54880 4.29514 -0.96463 0.6425 -0.5093 0.1181 -0.0439
H -3.84976 6.70236 0.76315 -0.0204 -0.1274 0.0887 0.0830
H -5.25532 6.49681 -0.23621 -0.0119 -0.2851 0.0647 0.0788
H -5.42662 6.34836 1.49504 0.1431 0.0105 0.0221 0.0726
H -5.50062 2.71852 0.90550 0.1872 0.1359 -0.0914 0.1237
H -6.54959 4.11860 0.92797 0.2004 0.1339 -0.1638 0.1257
H -5.79465 4.73824 3.15871 0.0601 -0.0008 0.0023 0.1021
H -6.21452 3.04180 3.16294 0.0389 0.0753 -0.0496 0.1148
H -4.05892 3.47281 4.33453 0.2400 0.1330 -0.1353 0.1244
H -3.90454 2.34246 3.00832 0.1397 0.1179 -0.1493 0.1255
H -2.38211 6.38374 2.75414 -0.0288 -0.0874 -0.0274 0.0905
H -2.89776 5.68838 4.28910 0.0832 -0.2183 -0.1135 0.0873
H -4.09426 6.15406 3.12040 0.0843 -0.0238 -0.0940 0.0576
H -1.42760 2.74818 2.83613 -0.1199 0.1494 -0.1576 0.0770
H -1.53428 3.86425 4.17825 -0.2680 0.1598 -0.1043 0.0844
H -0.81329 4.39643 2.65896 -0.1546 -0.0441 -0.0177 0.0890
H -3.78177 4.84053 -1.52367 -0.0312 -0.0537 0.1077 0.0941
H -5.52370 4.59954 -1.35538 0.0644 0.1195 0.3171 0.0869
H -4.44933 3.23088 -1.19094 0.1512 0.1329 0.1519 0.0551
```
Forces are in eV/Å.



5.
C5H7N | ωB97M-V/def2-TZVPD

**E_tot**: -249.3632 Eh
**Multiplicity**: 1
**Energy above the lowest of the compared OMol25 structures with the same formula, charge and spin**: 69.06 kcal per mole
**Total charge**: 0
**Largest force on an atom**: 3.20 eV Å⁻¹

```
13
Properties=species:S:1:pos:R:3:forces:R:3:lowdin_charge:R:1
C -2.41668 -0.35674 -0.74004 -1.6255 -0.9705 -1.9406 0.0106
C 0.77394 1.17285 -0.68046 -0.1143 -0.1697 1.0485 0.0420
C -0.85426 0.46417 1.08611 1.4879 -0.4094 -0.5094 -0.1561
C 0.26542 0.19102 0.09747 2.2937 0.2778 -0.9365 -0.3775
C 0.74052 -1.23313 -0.15441 -1.3715 -1.2967 -1.4255 -0.0826
N -1.91383 0.11707 0.17252 0.4141 0.7013 3.0959 -0.0711
H 1.45320 1.00422 -1.48752 0.3615 -0.7661 -0.3231 0.0514
H 0.66817 2.25001 -0.58331 -0.7591 -0.1336 0.5452 0.0615
H -0.73726 -0.22257 2.03893 -0.8235 1.6917 -1.8801 0.1655
H -0.78411 1.57273 1.19006 -0.7016 -0.9678 0.8188 0.1225
H 1.61867 -1.56657 0.34137 0.3979 -0.0390 1.8411 0.0537
H 1.23458 -1.30306 -1.12642 -0.7314 0.3497 -0.5996 0.0691
H -0.04836 -2.09002 -0.15431 1.1718 1.7324 0.2654 0.1110
```
Forces are in eV/Å.



6.
C8H8N2O3S | ωB97M-V/def2-TZVPD

**E_tot**: -1042.8590 Eh
**Multiplicity**: 1
**Energy above the lowest of the compared OMol25 structures with the same formula, charge and spin**: 123.89 kcal per mole
**Total charge**: 0
**Largest force on an atom**: 5.04 eV Å⁻¹

```
22
Properties=species:S:1:pos:R:3:forces:R:3:lowdin_charge:R:1
C 2.92571 0.55427 1.06806 -1.2671 -1.0062 0.4491 -0.0646
C 2.86451 -0.75164 0.49472 3.9316 0.6241 0.8888 -0.0779
C 1.71074 1.05410 1.38510 -0.8153 0.9209 0.9850 -0.0326
C 1.73281 -1.38409 0.25482 -0.8412 -2.0781 -1.7340 -0.0448
C 0.52508 0.38339 1.14583 -0.5097 -1.1669 -1.0008 -0.2432
C 0.47275 -0.86784 0.46242 -1.2899 1.5022 1.4514 -0.2101
C -1.68451 0.09431 1.39603 1.7933 -2.6944 -0.9876 -0.0940
C -2.67187 0.48220 -1.25014 -1.7383 -4.3400 1.8735 -0.0533
N -0.66850 0.77767 1.57429 -1.7666 1.4599 0.0936 0.1273
N -0.76406 -1.30825 0.37274 -1.0412 0.2857 0.5241 -0.0341
O -3.54952 -1.46748 0.44055 -0.0089 -1.3580 0.4055 -0.3000
O -4.13899 0.88958 0.90057 0.1142 -0.1717 0.8638 -0.3094
O -0.98638 -2.58294 -0.14155 -1.6176 -0.7183 0.2269 -0.0290
S -3.18656 -0.10191 0.49940 -0.0273 3.3190 -3.0240 0.6474
H 3.77990 0.91024 1.58279 0.9528 0.5315 -0.3046 0.0942
H 3.86377 -1.28967 0.41477 -1.5317 0.5906 -0.2889 0.1368
H 1.40873 1.88103 1.99482 1.1388 1.0029 0.3165 0.1176
H 1.70536 -2.32836 -0.18934 0.5288 -1.6210 -0.5080 0.1022
H -2.15746 -0.37234 -1.65520 0.2181 -0.2240 -0.3160 0.0530
H -3.56751 0.67766 -1.77857 -0.9543 0.3128 -0.3456 0.0543
H -2.05720 1.26190 -1.15959 2.2740 3.2202 0.4590 0.0125
H -1.97515 -2.87110 -0.00138 2.4577 1.6089 -0.0279 0.1475
```
Forces are in eV/Å.



Q: Which formula does entry 1 have?
A: C23H29FN2O2